C19H21ClN6O | ωB97M-V/def2-TZVPD

Computed properties:
Electronic energy, eV: -43551.1469
Lowest unoccupied orbital energy, eV: 0.454
SMILES: N[C@H](Cc1ccc(Cl)cc1)C(=O)N1CCN(c2ccnc3ccnn23)CC1
ΔE to the lowest compared entry with this formula, charge and spin, kJ/mol: 348.66

Last column: Löwdin charge in e.
Element x y z (Å)
N1 -0.7485 3.2156 -1.6260  0.0530
C1 -1.2513 1.9551 -0.8872  -0.2252
C2 -2.8340 1.8306 -0.7833  -0.1143
C3 -3.2620 0.5573 -0.2514  -0.2470
C4 -3.7531 0.4597 1.1002  0.0230
C5 -4.0780 -0.8289 1.5869  -0.0808
C6 -4.0232 -1.9565 0.7464  -0.6634
Cl1 -4.3827 -3.5398 1.3973  0.6534
C7 -3.7115 -1.7569 -0.5636  -0.1310
C8 -3.2854 -0.5595 -1.0570  -0.0436
C9 -0.6922 1.6444 0.5554  -0.4048
O1 -0.7683 2.5257 1.3856  0.0634
N2 -0.0216 0.4548 0.8254  0.0045
C10 0.4556 0.1794 2.2184  -0.0972
C11 1.7933 -0.5166 2.3511  -0.1399
N3 2.5631 -0.5931 1.1257  -0.1156
C12 3.8504 0.0084 1.1092  -0.2029
C13 4.8227 -0.7976 0.5894  0.0239
C14 6.1368 -0.1771 0.2318  -0.1175
N4 6.3714 1.0900 0.4053  0.1130
C15 5.3581 1.8268 1.0981  -0.2417
C16 5.2822 3.1917 1.3631  -0.0126
C17 3.9505 3.4675 1.9267  -0.1000
N5 3.2716 2.3487 1.8137  0.0765
N6 4.0940 1.3542 1.4071  -0.0070
C18 1.8879 -0.8388 -0.1635  -0.1130
C19 0.3596 -0.6413 -0.0625  -0.1219
H1 -1.1357 4.0709 -1.3056  0.0430
H2 0.2679 3.3575 -1.4975  0.0803
H3 -0.7642 1.1933 -1.5080  0.1048
H4 -3.1751 2.6718 -0.1989  0.1211
H5 -3.1469 2.0711 -1.7770  0.1128
H6 -3.7952 1.2340 1.8153  0.1029
H7 -4.2566 -1.0189 2.6113  0.0854
H8 -3.6902 -2.6994 -1.0701  0.0973
H9 -2.7011 -0.5921 -2.0216  0.1466
H10 -0.2618 -0.1441 2.8542  0.0918
H11 0.6962 1.1016 2.6414  0.0867
H12 2.4753 0.0323 3.0473  0.1266
H13 1.8774 -1.5973 2.6906  0.1348
H14 4.6388 -1.8439 0.3293  0.1129
H15 6.8327 -0.7797 -0.2767  0.0842
H16 6.0495 3.9227 1.2482  0.0806
H17 3.6706 4.4907 2.0883  0.0999
H18 2.0861 -1.8409 -0.5289  0.1080
H19 2.3483 -0.1182 -0.8715  0.1331
H20 0.0188 -0.4150 -1.0263  0.0832
H21 -0.0196 -1.5996 0.3144  0.1325

Cartesian forces, eV/Å:
0.250 -1.827 0.996
1.148 -0.148 -0.014
2.789 2.230 -0.949
-1.742 -0.374 1.958
0.418 -2.962 -1.565
0.693 0.152 -1.193
-0.662 1.749 1.435
0.101 0.389 -0.274
0.117 -2.261 0.162
1.625 -0.056 -1.062
1.104 0.813 -0.751
-0.388 -0.143 0.596
0.440 -0.906 0.825
1.665 1.767 -2.145
1.972 -1.963 0.140
0.557 1.715 -0.370
-1.938 -1.651 -0.962
2.251 1.640 -0.340
-3.136 0.671 1.003
-1.201 0.266 1.409
1.037 1.053 -1.151
-0.838 0.018 1.187
4.126 -1.929 -3.051
-2.264 -1.198 1.176
0.862 -0.224 -0.419
0.732 1.336 0.377
0.723 0.108 1.246
-0.786 0.633 0.702
-0.747 -0.571 -0.009
-0.968 -0.152 -0.204
0.005 0.184 0.543
-0.614 -0.346 -0.797
0.137 1.162 0.237
-0.432 0.215 0.980
0.200 -0.064 -1.128
-1.214 0.434 0.806
-2.559 -1.812 1.547
0.050 2.013 0.320
-0.955 -0.293 -0.235
-1.269 1.093 0.294
-0.122 0.557 0.335
1.074 -0.500 -0.537
0.452 0.106 -0.118
-1.019 -0.243 0.540
-0.013 -0.321 -0.134
-0.456 -0.405 0.118
-0.682 -0.241 -1.375
-0.522 0.289 -0.150